Entry 1:
A structure of composition C50H40IN2O5P2STi in a non-equilibrium geometry. Source: OMol25; level of theory: ωB97M-V/def2-TZVPD.

Highest occupied orbital energy (eV): -15.60
Net charge: +3
Molecular weight (g mol⁻¹): 1017.665
Calculated total energy (eV): -126317.16690
Max |F| (hartree/bohr): 0.070
Orbital gap (eV): 5.8014
2S+1: 1

Atoms and positions in Å:
Ti  -0.943  -0.949  1.276
C  -3.603  -0.118  4.974
C  -3.849  0.529  3.657
N  -4.741  1.488  3.591
C  -5.033  2.084  2.446
C  -4.546  1.649  1.224
C  -4.937  2.308  -0.064
O  -3.873  2.210  -0.999
C  -3.616  0.583  1.233
C  -3.420  -0.299  0.128
N  -2.537  -1.260  0.152
C  -2.602  -2.403  -0.659
C  -3.155  -2.407  -1.947
C  -3.183  -3.559  -2.710
C  -2.637  -4.735  -2.220
C  -2.101  -4.769  -0.942
C  -2.089  -3.618  -0.175
I  -1.377  -3.800  1.858
C  -3.118  0.140  2.500
O  -2.059  -0.620  2.542
H  -3.955  0.541  5.761
H  -4.178  -1.043  5.033
H  -2.553  -0.367  5.114
H  -5.720  2.915  2.514
H  -5.841  1.820  -0.461
H  -5.183  3.356  0.139
H  -4.017  2.881  -1.673
H  -4.201  -0.295  -0.633
H  -3.568  -1.494  -2.349
H  -3.653  -3.544  -3.679
H  -2.633  -5.627  -2.823
H  -1.725  -5.695  -0.533
O  4.313  -0.528  -0.050
S  2.955  -0.835  0.311
C  2.797  -0.059  2.002
C  3.899  -0.392  2.763
C  4.076  0.211  4.001
C  3.173  1.169  4.425
C  2.064  1.480  3.654
C  1.828  0.848  2.429
P  0.332  1.282  1.430
C  1.091  2.308  0.126
C  0.252  2.880  -0.832
C  0.749  3.848  -1.688
C  2.080  4.230  -1.617
C  2.925  3.623  -0.704
C  2.438  2.667  0.169
C  -0.632  2.443  2.451
C  -1.060  1.991  3.704
C  -1.892  2.779  4.477
C  -2.340  4.000  3.992
C  -1.912  4.455  2.756
C  -1.056  3.685  1.986
C  2.704  -2.640  0.244
C  2.973  -3.679  1.101
C  2.618  -4.960  0.679
C  2.009  -5.167  -0.550
C  1.712  -4.104  -1.400
C  2.056  -2.833  -0.977
P  2.001  -1.186  -1.783
C  3.248  -1.432  -3.080
C  2.600  -1.984  -4.194
C  3.337  -2.371  -5.294
C  4.715  -2.204  -5.292
C  5.351  -1.649  -4.193
C  4.625  -1.269  -3.072
C  0.827  -0.061  -2.600
C  -0.557  -0.109  -2.470
C  -1.335  0.838  -3.112
C  -0.744  1.816  -3.900
C  0.635  1.843  -4.052
C  1.428  0.920  -3.397
H  4.632  -1.078  2.371
H  4.933  -0.054  4.599
H  3.338  1.690  5.356
H  1.381  2.246  3.993
H  -0.790  2.576  -0.888
H  0.096  4.331  -2.399
H  2.458  5.008  -2.260
H  3.962  3.912  -0.643
H  3.108  2.234  0.896
H  -0.722  1.024  4.071
H  -2.202  2.445  5.454
H  -3.017  4.593  4.585
H  -2.241  5.415  2.390
H  -0.710  4.061  1.036
H  3.429  -3.519  2.066
H  2.821  -5.801  1.323
H  1.761  -6.173  -0.856
H  1.249  -4.269  -2.361
H  1.521  -2.102  -4.196
H  2.835  -2.791  -6.151
H  5.285  -2.502  -6.158
H  6.421  -1.514  -4.208
H  5.130  -0.841  -2.221
H  -1.008  -0.914  -1.909
H  -2.407  0.815  -2.997
H  -1.358  2.548  -4.402
H  1.093  2.585  -4.688
H  2.501  0.956  -3.522
O  0.128  -1.216  -0.129
O  0.739  -1.424  1.131

Entry 2:
An isolated molecule of C18H23N7O2 in a non-equilibrium geometry. Source: OMol25; level of theory: ωB97M-V/def2-TZVPD.

Energy relative to the best compared isomer or geometry (same formula, charge and spin) (kcal per mole): 0.0
SMILES: CCCCNC(=O)CCC(=O)NNc1nc2ccccc2c2nc(C)nn12
Highest occupied orbital energy (eV): -8.41
Molecular weight (g mol⁻¹): 369.429
Calculated total energy (eV): -33566.85789
Max |F| (hartree/bohr): 0.023
Orbital gap (eV): 8.9341
2S+1: 1

Atoms and positions in Å:
C  -3.910  -2.365  -0.290
C  -3.541  -2.427  1.188
C  -2.665  -1.267  1.665
H  -1.717  -1.267  1.123
C  -3.320  0.111  1.521
N  -3.014  0.744  0.256
C  -2.321  1.890  0.167
O  -1.979  2.529  1.150
C  -2.044  2.336  -1.263
H  -1.524  1.531  -1.787
C  -1.202  3.615  -1.339
C  0.251  3.264  -1.076
O  1.075  3.087  -1.943
N  0.539  3.168  0.257
N  1.674  2.467  0.645
C  1.815  1.186  0.212
N  0.817  0.501  -0.241
C  1.007  -0.801  -0.605
C  -0.074  -1.514  -1.139
C  0.072  -2.831  -1.501
C  1.297  -3.482  -1.349
C  2.382  -2.804  -0.845
C  2.250  -1.465  -0.472
C  3.320  -0.680  0.037
N  4.589  -0.932  0.280
C  5.077  0.242  0.740
N  4.184  1.212  0.801
N  3.059  0.632  0.355
C  6.491  0.421  1.139
H  7.139  0.226  0.287
H  6.743  -0.291  1.923
H  6.644  1.435  1.494
H  3.344  -3.277  -0.728
H  1.391  -4.518  -1.637
H  -0.768  -3.373  -1.913
H  -1.011  -0.994  -1.266
H  2.538  2.996  0.721
H  -0.261  3.079  0.891
H  -1.556  4.335  -0.601
H  -1.276  4.044  -2.338
H  -3.006  2.501  -1.756
H  -3.242  0.236  -0.584
H  -2.944  0.791  2.287
H  -4.407  0.026  1.633
H  -2.437  -1.431  2.720
H  -4.456  -2.451  1.784
H  -3.002  -3.358  1.377
H  -4.564  -1.520  -0.497
H  -3.016  -2.287  -0.904
H  -4.440  -3.270  -0.579

Entry 3:
A structure of composition C35H32IN10NaO4 in a non-equilibrium geometry. Source: OMol25; level of theory: ωB97M-V/def2-TZVPD.

Energy relative to the best compared isomer or geometry (same formula, charge and spin) (kcal per mole): 41.1
Highest occupied orbital energy (eV): -1.24
Net charge: -2
Molecular weight (g mol⁻¹): 806.601
Calculated total energy (eV): -72423.94175
Max |F| (hartree/bohr): 0.025
Orbital gap (eV): 4.6766
2S+1: 1

Atoms and positions in Å:
Na  -0.481  0.093  0.737
C  -3.400  4.152  2.076
C  -3.178  2.773  2.215
N  -2.012  2.255  2.498
C  -0.955  3.075  2.656
C  -1.075  4.492  2.579
C  -2.350  5.006  2.262
C  0.046  5.318  2.811
C  1.249  4.736  3.142
C  1.394  3.354  3.240
C  0.335  2.474  2.947
N  0.481  1.151  2.847
C  1.286  0.378  3.570
C  1.525  0.542  4.946
C  2.229  -0.404  5.687
C  2.768  -1.531  5.106
C  2.597  -1.738  3.721
C  3.114  -2.859  3.036
C  2.899  -2.996  1.692
C  2.178  -1.997  1.015
N  1.697  -0.936  1.616
C  1.869  -0.794  2.943
H  -4.382  4.526  1.811
H  -3.998  2.070  2.093
H  -2.473  6.080  2.158
H  -0.055  6.394  2.717
H  2.111  5.368  3.334
H  2.361  2.926  3.472
H  1.098  1.408  5.438
H  2.352  -0.250  6.755
H  3.308  -2.264  5.695
H  3.669  -3.608  3.593
H  3.265  -3.862  1.154
H  1.986  -2.074  -0.051
C  -4.203  -1.030  -1.975
N  -3.717  0.228  -2.494
C  -4.674  1.018  -3.256
C  -2.780  0.918  -1.706
N  -2.446  0.590  -0.529
N  -2.302  2.030  -2.397
C  -1.500  3.078  -1.900
N  -0.891  3.768  -2.935
N  -1.545  3.417  -0.681
H  -4.622  -1.613  -2.796
H  -4.976  -0.910  -1.200
H  -3.366  -1.590  -1.558
H  -5.551  0.406  -3.463
H  -4.260  1.337  -4.216
H  -4.995  1.910  -2.709
H  -3.006  -0.150  -0.121
H  -2.192  1.898  -3.389
H  -0.380  3.159  -3.592
H  -0.224  4.430  -2.568
H  -0.914  4.189  -0.485
O  -1.421  -1.864  1.819
N  -1.574  -2.970  1.260
N  -1.208  -3.029  0.012
O  -0.700  -2.052  -0.682
C  -1.414  -4.274  -0.626
C  -2.110  -5.329  -0.023
C  -2.322  -6.502  -0.723
C  -1.848  -6.654  -2.022
C  -1.148  -5.612  -2.612
C  -0.933  -4.429  -1.925
H  -2.478  -5.200  0.983
H  -2.872  -7.312  -0.259
H  -2.022  -7.574  -2.568
H  -0.768  -5.719  -3.622
H  -0.406  -3.592  -2.362
I  7.947  -1.392  -3.359
C  6.002  -0.547  -3.235
C  5.268  -0.711  -2.073
C  3.981  -0.192  -2.025
C  3.438  0.465  -3.122
C  4.210  0.635  -4.264
C  5.503  0.133  -4.331
C  2.005  1.023  -3.046
O  1.471  1.283  -4.161
O  1.543  1.155  -1.902
H  5.681  -1.226  -1.217
H  3.374  -0.285  -1.132
H  3.781  1.163  -5.106
H  6.103  0.267  -5.221

Entry 4:
An isolated molecule of C3H9N3 in a non-equilibrium geometry. Source: OMol25; level of theory: ωB97M-V/def2-TZVPD.

Energy relative to the best compared isomer or geometry (same formula, charge and spin) (kcal per mole): 40.1
SMILES: [H]/N=C/N(C)NC
Highest occupied orbital energy (eV): -8.70
Molecular weight (g mol⁻¹): 87.126
Calculated total energy (eV): -7725.83619
Max |F| (hartree/bohr): 0.023
Orbital gap (eV): 9.6164
2S+1: 1

Atoms and positions in Å:
C  1.940  -0.548  -0.335
C  -0.749  1.615  -0.075
C  -1.124  -0.811  0.119
H  1.536  -1.495  -0.741
H  2.135  0.126  -1.184
H  2.864  -0.752  0.204
H  0.990  -0.370  1.500
H  -1.248  2.006  0.827
H  0.095  2.258  -0.348
H  -1.501  1.631  -0.887
H  -0.576  -1.736  0.304
H  -2.783  -1.613  0.008
N  1.054  0.134  0.600
N  -0.252  0.245  0.078
N  -2.380  -0.692  -0.071